(1)
{"formula": "C28H38CaN4OP2", "method": "the ωB97M-V functional and the def2-TZVPD basis", "energy_ha": -2744.146632, "lumo_ev": -1.01, "homo_lumo_gap_ev": 6.39, "e_homo_ev": -7.41, "elements": ["C", "C", "H", "C", "H", "H", "H", "H", "H", "C", "H", "C", "C", "C", "C", "H", "C", "H", "H", "C", "H", "N", "P", "C", "H", "H", "H", "C", "H", "C", "C", "H", "H", "H", "H", "Ca", "H", "C", "C", "H", "H", "C", "C", "H", "N", "H", "P", "H", "C", "O", "H", "C", "C", "C", "N", "N", "C", "H", "H", "H", "H", "H", "C", "H", "C", "H", "H", "C", "C", "C", "H", "H", "H", "H"], "coordinates": [[4.3597, 1.1112, -8.4693], [-1.5396, 1.9890, -1.6839], [-1.5117, 2.6729, 0.2788], [-1.0968, -0.9365, -8.8546], [-4.0791, 0.4758, -9.2565], [-0.8040, 2.5509, -3.6878], [1.4329, -2.5011, 0.1521], [2.7706, 2.2446, -1.6049], [2.9789, -5.6193, -9.3259], [1.4670, 1.1105, -2.7700], [-2.2807, 3.9809, -8.8232], [-4.3761, -0.4949, -8.8953], [1.8062, 2.2432, -2.1504], [2.4418, -2.4177, -9.8612], [-1.0097, 1.6642, -3.0713], [4.9283, 1.6124, -9.2323], [0.1067, 0.6066, -3.1887], [-6.1907, -3.2237, -8.5047], [3.1397, -3.8122, -11.3637], [-2.2734, 1.8068, -8.5578], [0.2055, 0.2798, -4.2618], [2.1835, -2.5124, -8.4949], [-2.0298, -0.8029, -7.2723], [0.9894, 3.5107, -2.0939], [-2.3970, 1.3752, -1.3861], [0.8384, 3.5683, 0.0167], [2.2049, -4.1774, -7.1098], [3.5332, 0.3540, -6.4876], [5.3465, 1.6464, -6.5515], [2.7914, -4.5607, -9.2539], [0.3785, -0.5136, -8.7423], [-0.0148, -0.5761, 1.0859], [-1.6477, 1.3861, -5.3890], [3.2828, 0.1456, -5.4570], [-6.2964, -0.8596, -9.8310], [0.0895, -2.9003, -2.0276], [-0.9463, -2.0574, 1.3735], [-1.8361, 3.1407, -6.7846], [2.1010, -2.7697, -0.7209], [2.8856, -3.4294, -0.3254], [2.6144, 0.3200, -9.6303], [2.8550, -3.6387, -10.3450], [3.1820, 0.4181, -8.7149], [0.4589, 0.5821, -8.6286], [-2.1910, 0.9912, -7.4227], [-0.2278, -0.2824, -2.5692], [1.3801, -1.3061, -7.3574], [-0.3196, 4.6075, -0.8303], [-0.9774, 2.6470, -0.6751], [-0.7242, -1.6120, -0.6620], [1.7253, 4.3125, -2.0800], [-1.8557, 1.8190, -6.3459], [-5.4407, -2.4468, -8.4740], [-0.8675, -1.1762, 0.7009], [-3.6002, -1.2253, -7.9927], [2.6846, -0.0871, -7.5057], [-2.1643, 3.1326, -8.1695], [2.2131, 0.3056, -2.8104], [2.5972, -1.8187, -0.9943], [2.2633, -1.5230, -10.4366], [-1.5068, -0.3235, -9.6658], [-3.7591, -3.2308, -7.1996], [2.3879, -3.8463, -8.1280], [-1.1663, -1.9755, -9.2115], [-4.2310, -2.4676, -7.8006], [-1.5437, 4.0045, -6.2089], [-2.3902, 1.3946, -9.5545], [-5.5242, -1.2053, -9.1736], [0.1405, 3.6134, -0.8261], [4.5688, 1.0944, -7.0554], [0.3559, 3.7393, -2.9468], [-1.8911, 1.2041, -3.5358], [-1.7875, -0.5689, 0.7584], [0.7792, -0.7362, -9.7380]], "mulliken_charge": [-0.824, -0.446, 0.389, -1.232, 0.289, 0.400, 0.192, 0.320, 0.401, -0.198, 0.450, -0.067, -0.574, -0.005, -1.018, 0.440, 1.530, 0.408, 0.437, 0.050, -0.183, 0.305, -0.183, -0.719, 0.284, 0.342, 0.385, -0.463, 0.407, -0.662, -0.566, 0.278, 0.000, 0.389, 0.453, 1.258, 0.306, -0.403, -1.245, 0.315, 0.342, -0.639, -0.034, 0.670, 0.259, -0.450, -0.036, 0.354, -0.730, -0.745, 0.417, -0.382, -0.558, -0.865, 0.346, 0.424, -1.223, 0.399, 0.192, 0.193, 0.410, 0.353, -0.412, 0.574, -0.455, 0.452, 0.415, -0.600, -0.565, -0.615, 0.278, 0.598, 0.230, 0.161]}


(2)
{"formula": "C28H39AuBr4NO7PS", "method": "the ωB97M-V functional and the def2-TZVPD basis", "energy_ha": -12842.969674, "lumo_ev": -2.27, "homo_lumo_gap_ev": 5.97, "e_homo_ev": -8.23, "elements": ["C", "C", "C", "Br", "C", "Br", "N", "C", "H", "C", "H", "H", "O", "O", "H", "H", "C", "C", "C", "H", "H", "H", "H", "H", "C", "H", "C", "H", "C", "C", "C", "O", "C", "H", "H", "P", "C", "H", "H", "H", "H", "C", "H", "C", "H", "H", "H", "C", "H", "H", "Au", "O", "H", "C", "C", "H", "Br", "H", "C", "O", "C", "Br", "H", "H", "H", "H", "C", "H", "C", "C", "H", "H", "H", "S", "H", "O", "C", "H", "C", "H", "O", "H"], "coordinates": [[-0.1479, -3.0033, -5.1028], [-1.7763, -2.9190, 3.3259], [-2.1871, 2.6215, -1.6812], [4.0213, 4.6966, 5.8771], [2.6621, 4.0872, 4.7431], [-1.4860, 4.8571, 4.3306], [-0.4466, -4.8592, 6.2078], [-2.5648, 3.4459, -0.4506], [-0.7564, -2.2040, -4.6752], [1.0476, -3.3392, -2.8958], [-2.6551, -2.8513, 2.6988], [-1.0393, 5.2993, -2.1103], [0.1008, -0.1887, 1.9020], [0.5846, -4.8940, 6.8519], [-2.8704, 0.7816, -2.6558], [-2.7115, 0.6599, -0.8989], [1.3851, 0.8835, -3.3148], [0.2611, 4.2315, 4.1676], [0.4424, 3.1969, 3.1145], [1.6524, 5.2644, -0.7808], [-0.7327, -3.4834, -5.8875], [-1.9701, 4.3536, -0.3452], [0.8974, -4.7832, -4.4720], [0.7265, -2.5444, -5.5691], [0.6092, -3.9686, 0.4163], [2.2980, -4.9592, -0.5688], [0.2755, -4.0007, -4.0314], [-0.1370, 2.6862, -4.7645], [-0.2229, 4.8795, -2.6996], [1.8859, 2.6974, 2.8638], [1.0723, 4.3561, -0.5998], [-1.6726, -1.2731, 1.0442], [-0.7954, -1.1004, 1.8915], [-0.5352, 1.0516, -5.2679], [-0.6415, 4.5090, -3.6352], [-0.3960, 2.2246, -1.6495], [0.4420, -2.1347, 3.8368], [1.7435, -2.5858, -3.2708], [1.4263, -3.1313, 5.4814], [-1.3687, -3.2583, -0.1015], [-1.7308, 2.0096, -4.3996], [-0.0996, 1.2123, -3.1656], [1.3906, 3.4946, -2.5277], [-0.7088, -2.0681, 3.0601], [-0.6057, -4.5115, -3.6294], [1.9268, -5.5779, 1.0265], [0.4571, 5.6983, -2.9428], [0.5405, -3.0512, 4.8702], [-3.6148, 3.7405, -0.5100], [1.2242, -3.0699, 0.5222], [0.0442, 1.0495, 0.1606], [0.7800, -1.3759, -1.1275], [-2.3922, 3.1962, -2.5899], [1.2889, 4.6309, 4.9310], [0.5339, 3.8033, -1.9205], [1.5080, 0.0811, -4.0472], [1.0133, 5.9042, 6.2744], [1.8169, 0.5436, -2.3738], [-0.6666, 1.7796, -4.4639], [2.1174, 1.9784, 1.9380], [-0.4920, -3.6718, -0.5997], [4.6360, 2.4788, 3.4687], [-0.6147, 0.2769, -2.9237], [0.8917, -5.9972, -0.3315], [1.9488, 1.7427, -3.6861], [-4.0607, 1.5565, -1.6113], [1.4776, -5.1890, 0.1122], [-0.7985, -4.5491, -1.1765], [-0.5400, -3.8828, 5.1129], [2.9425, 3.1903, 3.7850], [0.1244, -4.1064, 1.3840], [1.2591, -1.4634, 3.6112], [-2.4268, 2.8526, 0.4551], [-0.0699, -2.3855, -1.8139], [1.7105, 3.6266, -0.1026], [-1.4143, -5.5633, 6.4248], [-2.9990, 1.3249, -1.7186], [1.6079, -4.0518, -2.2952], [-1.7047, -3.8333, 4.3627], [-2.5201, -4.5013, 4.5936], [-0.4572, 2.7675, 2.4592], [0.2557, 4.6090, 0.0802]], "mulliken_charge": [-1.130, -0.020, 0.448, -0.113, 0.386, -0.057, 1.019, -1.430, 0.210, -0.493, 0.463, 0.305, -0.739, -0.620, 0.260, 0.257, -1.684, -0.281, 0.306, 0.498, 0.410, 0.276, 0.401, 0.292, 0.336, 0.343, -0.326, 0.270, -1.627, 0.516, -1.342, -0.703, 0.127, 0.446, 0.312, 0.221, -0.279, 0.538, 0.488, 0.317, 0.391, 1.352, 0.344, 0.112, 0.202, 0.433, 0.479, -0.648, 0.474, 0.173, 0.589, -0.547, 0.633, 0.314, 0.709, 0.349, -0.111, 0.356, -1.646, -0.383, -0.968, -0.052, -0.220, 0.297, 0.502, 0.493, -1.513, 0.634, 0.028, -0.314, -0.023, 0.526, 0.178, 0.497, 0.199, -0.619, -1.567, -0.101, -0.553, 0.482, -0.290, 0.209]}


(3)
{"formula": "C28H39BF2NO2PS", "method": "the ωB97M-V functional and the def2-TZVPD basis", "energy_ha": -2259.764774, "lumo_ev": 0.44, "smiles": "CCB(O)c1ccc2c(c1P(C)CC)Sc1c(cc(CCC(C)C)c(F)c1[C@@H](C)CC)N2CC(=O)F", "homo_lumo_gap_ev": 8.40, "e_homo_ev": -7.96, "elements": ["H", "H", "O", "C", "C", "C", "C", "C", "H", "C", "C", "H", "H", "C", "C", "C", "F", "C", "C", "C", "N", "H", "H", "C", "C", "H", "H", "C", "H", "H", "H", "C", "S", "H", "H", "H", "H", "H", "H", "H", "H", "H", "O", "F", "C", "C", "H", "H", "H", "C", "H", "C", "C", "C", "H", "C", "B", "H", "H", "H", "H", "H", "H", "C", "H", "H", "C", "H", "P", "C", "C", "H", "H", "H", "H"], "coordinates": [[2.4377, -5.2282, 4.3003], [-1.9878, 1.7071, -2.3476], [-0.7537, -3.9343, -2.1419], [-1.5669, -3.0811, -2.2686], [-1.3344, -1.6505, -2.6690], [-1.3143, -1.3269, -0.2266], [-0.0777, -1.7109, 0.2727], [2.3570, -4.1910, 3.9761], [2.5426, 4.0936, -0.2658], [-5.6189, 0.4014, 0.9574], [1.7766, 1.2724, -1.4424], [-5.7098, -2.2418, 2.7206], [3.1944, 2.3453, 0.9081], [2.3221, 4.4739, -3.5575], [1.3000, 2.5191, -1.9075], [-4.9195, -1.7319, 2.1695], [-1.0871, -2.9346, 3.5034], [-0.4857, 0.3705, -1.6459], [0.8644, 0.2114, -1.3214], [4.0433, 1.9886, 0.3261], [-1.4189, -0.7081, -1.5173], [3.3523, 4.4161, -3.9117], [-4.2725, 1.6556, 2.9130], [0.0451, -2.3027, 1.5369], [-2.3965, -2.0727, 1.7882], [4.2589, 2.6200, -2.6075], [2.9966, -1.5595, 3.0225], [-2.4628, -1.5041, 0.5283], [1.6637, 3.9739, -4.2673], [5.4263, 1.2960, -2.4774], [-0.4211, 3.5933, -2.6199], [1.3981, -2.6904, 2.0932], [1.3555, -1.3900, -0.7237], [1.6426, 6.3740, -4.4055], [-6.2013, -0.3064, 0.3687], [-5.0668, -2.0265, 1.1294], [-3.3954, -1.1712, 0.0969], [-0.3817, -1.5748, -3.1873], [3.0092, 1.5536, -4.2507], [-4.7526, 0.6897, 0.3574], [-3.3957, -1.9053, 3.6792], [0.4326, -4.4397, 3.0169], [2.8821, 4.3899, -1.1155], [-2.8894, -3.3415, -2.0862], [-3.9826, 0.6074, 2.8290], [1.4267, -4.0849, 2.7735], [3.3649, -3.8859, 3.6926], [-5.9955, -0.0616, 2.9886], [1.4773, -1.5198, 3.9522], [-5.1639, -0.1991, 2.2953], [-3.1294, 0.5599, 2.1550], [3.7407, 0.8902, -3.7975], [-1.1389, -2.4447, 2.2440], [1.9102, -1.5187, 2.9556], [1.8207, -4.7784, 2.0277], [-0.0518, 2.6495, -2.2362], [2.2054, 3.7886, -2.1413], [2.0233, -3.6017, 4.8270], [-6.2132, 1.3014, 1.1093], [2.0911, -2.7610, 1.2583], [-3.6837, 0.2778, 3.8227], [2.7051, 6.5455, -3.0139], [4.6858, 1.4220, 0.9959], [-3.5923, -2.2851, 2.6776], [3.2616, -0.0568, -3.5451], [4.5916, 2.8622, -0.0235], [1.8949, 5.9529, -3.4347], [-3.7107, -3.3658, 2.7930], [3.5330, 0.8723, -1.0433], [4.3679, 1.5360, -2.5462], [-0.9418, 1.5971, -2.0971], [1.6751, -0.5877, 2.4407], [4.5131, 0.6669, -4.5309], [1.0484, 6.0737, -2.7583], [-2.1239, -1.3736, -3.3706]], "mulliken_charge": [0.427, 0.548, -0.478, 0.435, -0.313, -1.320, 1.223, -1.350, 0.361, -1.561, 0.216, 0.420, 0.344, -0.365, 0.732, -1.414, -0.481, -0.891, 0.422, -1.304, 0.413, 0.333, 0.465, -0.259, 0.159, 0.284, 0.418, -0.731, 0.386, 0.605, 0.412, 0.267, -0.481, 0.351, 0.394, 0.484, 0.514, 0.385, 0.171, 0.278, 0.265, 0.332, -0.620, -0.255, -1.379, -0.542, 0.322, 0.513, 0.368, 0.783, 0.165, -0.994, 1.075, -1.716, 0.250, -1.216, 0.607, 0.304, 0.406, 0.498, 0.354, 0.333, 0.427, -0.977, 0.240, 0.353, -1.339, 0.666, 0.405, -0.775, -0.788, 0.348, 0.401, 0.290, 0.401]}


(4)
{"formula": "C28H39CaN4O15", "method": "the ωB97M-V functional and the def2-TZVPD basis", "energy_ha": -3114.930225, "lumo_ev": [-6.49, -9.01], "s2": 0.761, "charge": 2, "homo_lumo_gap_ev": [5.57, 3.05], "multiplicity": 2, "e_homo_ev": [-12.06, -12.06], "elements": ["O", "O", "C", "O", "C", "O", "H", "H", "N", "H", "O", "H", "H", "H", "C", "O", "H", "C", "C", "O", "Ca", "H", "H", "C", "H", "C", "C", "C", "O", "H", "H", "O", "C", "O", "C", "C", "H", "C", "C", "H", "H", "H", "C", "O", "O", "N", "H", "O", "H", "C", "N", "H", "H", "H", "H", "H", "C", "H", "H", "H", "C", "C", "C", "H", "C", "H", "H", "H", "C", "H", "C", "C", "H", "C", "H", "O", "C", "C", "H", "H", "O", "H", "C", "H", "N", "H", "H"], "coordinates": [[-0.1806, 0.1874, -0.0203], [2.0645, -0.8851, 5.4469], [-1.2198, 4.5956, 3.0624], [-1.6270, 5.7708, 3.0554], [-1.8076, 1.2670, 3.7877], [-3.3174, -2.1379, -6.0631], [0.2115, -3.0057, 7.7049], [-1.4773, 1.4346, -1.4090], [3.4482, 1.3044, -0.2132], [0.7701, 2.5889, 2.0787], [4.7905, -1.8295, -1.9847], [5.8832, -0.8449, -3.5649], [-5.4029, -1.2294, -0.1400], [-1.3843, -2.5430, 7.6054], [-3.3200, -1.8393, -0.0938], [2.8530, -2.4229, -0.8469], [-4.8212, 3.7893, -0.8163], [4.3378, 2.8746, -1.3918], [-0.7689, 0.0416, -5.6486], [1.4232, -1.8553, 3.4655], [2.0524, -2.9502, 1.4019], [-2.3136, 1.1623, 4.7474], [-0.4061, -1.1615, -2.4449], [3.5168, -2.1730, -1.8748], [4.2494, 4.4379, 0.1269], [1.1587, -1.4346, 4.6078], [-3.5138, 1.0540, -1.8951], [-3.8496, -4.0235, -0.2796], [0.0362, -1.6624, 5.2791], [-1.7573, -3.3226, -0.4799], [3.0229, 2.3935, 1.5682], [2.9763, -2.0562, -3.1000], [-5.0056, -3.2869, -0.1329], [-1.4068, 3.6111, 3.9594], [-2.8010, -3.0921, -0.3250], [5.2818, -1.7263, -3.3424], [0.2864, -0.1409, -5.8515], [-2.4688, -1.3682, -5.6377], [1.4697, -0.5227, 6.6998], [-3.3326, 0.1787, -2.5012], [4.2553, -0.0922, -5.4461], [2.9920, 0.4382, 0.0348], [-4.2711, 2.8816, -1.0161], [-1.5822, -0.7983, -6.3879], [-0.7179, 4.0821, 1.9370], [0.3950, -0.7382, 0.4749], [-2.2754, 3.5105, -0.2658], [-0.0160, -1.8174, 0.7537], [3.2604, 0.2087, -4.0849], [3.9411, 1.5866, -1.4199], [-2.4594, 1.6540, -1.3225], [4.7656, 3.3110, -2.2823], [-1.3368, 0.3187, 3.5284], [1.3010, 0.5506, 6.7879], [-0.2298, -1.7043, 8.6911], [-2.6159, 1.3246, 3.0586], [-0.3925, -2.0985, 7.6880], [2.0300, -0.7207, 7.6136], [-0.5111, -0.0931, 6.7018], [-6.0452, -3.5600, -0.0277], [-1.1464, -0.1628, -4.2222], [3.9217, -1.7981, -4.0626], [3.4636, -0.5430, -4.8477], [5.8700, -2.6301, -3.5019], [4.0698, 3.4147, -0.1682], [3.9555, -2.6193, -4.7786], [0.4568, -1.6379, -3.8924], [-0.8549, 1.0857, -5.9496], [-0.0265, -0.7949, -3.3986], [2.6291, -0.7791, -5.5080], [-0.3051, 2.7372, 2.1794], [-2.9153, 2.8311, -0.8093], [-1.6248, 0.7225, -3.8033], [0.0554, -1.0201, 6.6132], [0.7951, -0.0964, -3.2396], [1.5574, -0.6313, 0.8359], [-0.8495, 2.4356, 3.5901], [-4.6443, 1.7708, -1.7316], [-5.5760, 1.5388, -2.2260], [-2.8265, -0.8845, 0.0119], [-2.2076, -1.1029, -4.3526], [3.9259, 0.9178, -2.2678], [3.4876, 2.4195, 0.5937], [-0.7319, 2.0993, 1.4054], [-4.7109, -1.9540, -0.0125], [-0.0666, 2.3603, 4.3447], [-3.8392, -5.1007, -0.3578]], "mulliken_charge": [-0.441, -0.265, 0.575, -0.565, -1.414, -0.581, 0.379, 0.190, 0.249, -0.353, -0.298, 0.315, 0.292, 0.356, -0.853, -0.597, 0.453, -0.636, -0.277, -0.499, 1.784, 0.362, -0.133, 0.364, 0.415, 0.447, -0.363, -0.965, -0.296, 0.549, 0.550, -0.151, -0.293, -0.385, 0.087, -0.438, -0.048, 0.604, -0.485, 0.720, 0.444, 0.156, -0.740, -0.317, -0.385, 1.314, 0.702, -0.736, 0.279, 0.034, 0.459, 0.442, 0.265, 0.292, 0.391, 0.375, -1.427, 0.363, 0.212, 0.451, 0.809, 0.241, -1.101, 0.315, -0.917, 0.402, 0.559, 0.334, -1.129, 0.210, 1.313, -0.581, 0.135, 0.570, 0.361, -0.855, 0.581, -0.955, 0.547, 0.798, -0.369, 0.112, -0.419, -0.481, 0.037, 0.133, 0.420]}